# C40H38BN11ReS

A structure of composition C40H38BN11ReS in a non-equilibrium geometry (wB97M-V/def2-TZVPD, the OMol25 dataset).

Each line ends with the Mulliken spin population.
Cartesian coordinates (Å):
Re: 0.4290 -0.6772 -0.4403  1.618
C: -0.2927 -3.0032 2.7549  -0.007
C: 0.2030 -1.6085 2.6810  0.071
C: 1.1962 -0.9632 3.3556  -0.024
C: 1.1337 0.3980 2.9360  0.039
N: 0.1810 0.5812 2.0741  0.003
N: -0.3916 -0.6560 1.8273  -0.051
B: -1.4440 2.5088 0.5639  0.001
N: -0.1264 2.4245 -0.0797  0.005
C: 0.4855 3.5834 -0.4252  0.033
C: 1.3791 3.3213 -1.4305  -0.006
C: 1.2891 1.9442 -1.6553  0.013
C: 2.0117 1.2242 -2.7364  0.047
N: 0.3922 1.4048 -0.8117  0.081
N: -2.5212 1.8395 -0.1119  -0.003
C: -3.8839 1.8195 0.1170  -0.001
C: -4.4776 1.1979 -0.9324  0.003
C: -3.4086 0.8408 -1.8086  0.000
C: -3.5342 0.1777 -3.1218  0.003
N: -2.2591 1.2005 -1.2910  0.009
N: -1.5709 3.3429 1.7017  0.002
C: -2.6449 4.0327 2.2356  0.000
C: -2.2117 4.7084 3.3277  0.000
C: -0.8207 4.3866 3.4509  0.000
C: 0.0907 4.8436 4.5198  0.000
N: -0.4676 3.6041 2.4670  0.000
H: -0.5658 -3.2490 3.7808  0.001
H: -1.1632 -3.1442 2.1176  0.003
H: 0.4817 -3.7103 2.4608  0.002
H: 1.8686 -1.3759 4.0801  0.000
H: 1.7526 1.2138 3.2564  0.000
H: 0.2198 4.5168 0.0273  -0.001
H: 2.0155 4.0109 -1.9456  0.001
H: 2.9720 1.7047 -2.9161  0.002
H: 2.1716 0.1664 -2.5229  -0.017
H: 1.4276 1.3089 -3.6552  0.006
H: -4.3181 2.2350 1.0005  0.001
H: -5.5202 1.0203 -1.0949  0.000
H: -4.4694 0.4731 -3.5925  0.000
H: -2.6975 0.4353 -3.7666  0.000
H: -3.5512 -0.9072 -2.9969  -0.003
H: -3.6056 4.0403 1.7668  0.000
H: -2.7658 5.3710 3.9593  0.000
H: -0.2463 5.7986 4.9157  0.000
H: 0.0905 4.1283 5.3438  0.000
H: 1.1081 4.9364 4.1493  0.000
N: 4.5901 -1.5520 -0.6970  0.005
C: 4.9218 -0.2454 -0.4390  -0.003
C: 6.1310 0.4276 -0.5230  0.002
C: 6.1187 1.7666 -0.1928  0.001
C: 4.9474 2.3985 0.2415  0.000
C: 3.7381 1.7379 0.3171  -0.004
C: 3.7162 0.3952 -0.0629  0.019
N: 2.6932 -0.5250 -0.1462  0.022
C: 3.2627 -1.6748 -0.5040  0.017
C: 2.4865 -2.8786 -0.6144  -0.007
C: 2.9173 -4.1500 -0.8845  -0.001
S: 1.6172 -5.2514 -0.7987  0.001
C: 0.5693 -3.9604 -0.4204  0.004
N: 1.1337 -2.7778 -0.3678  -0.013
H: 5.2362 -2.2725 -0.9772  0.000
H: 7.0336 -0.0793 -0.8211  0.000
H: 7.0313 2.3365 -0.2622  0.000
H: 5.0046 3.4367 0.5281  0.000
H: 2.8514 2.2388 0.6711  0.002
H: 3.9072 -4.4845 -1.1242  0.000
H: -0.4736 -4.1390 -0.2353  0.003
C: 0.7433 -3.1062 -4.8265  0.017
C: 0.8055 -1.8825 -4.1661  0.018
C: -0.0998 -1.5876 -3.1643  0.056
C: -1.0819 -2.5358 -2.7991  0.008
C: -1.1700 -3.7371 -3.5209  0.013
C: -0.2533 -4.0215 -4.5120  -0.005
C: -1.9252 -2.3123 -1.6669  0.110
C: -1.5322 -1.5160 -0.6024  0.015
C: -2.3873 -1.4333 0.5402  -0.045
C: -3.6792 -1.9669 0.6913  -0.028
C: -4.3417 -1.9316 1.8969  -0.004
C: -3.7789 -1.3267 3.0491  0.001
C: -2.5679 -0.7352 2.9773  -0.015
C: -1.8577 -0.6285 1.6841  0.043
H: 1.4465 -3.3289 -5.6132  0.001
H: 1.5372 -1.1557 -4.4824  0.003
H: -0.2119 -0.5638 -2.7850  -0.020
H: -1.9459 -4.4444 -3.2738  0.000
H: -0.3193 -4.9505 -5.0531  0.000
H: -2.8364 -2.9010 -1.6373  -0.018
H: -4.1543 -2.4829 -0.1285  -0.003
H: -5.3060 -2.4094 1.9913  0.000
H: -4.3076 -1.3793 3.9867  -0.001
H: -2.1007 -0.2761 3.8330  -0.001
H: -2.0519 0.4184 1.3548  -0.021

total charge: +3
highest occupied orbital energy (spin up / spin down): -0.5805 / -0.5825 Ha
multiplicity: 3
<S²>: 2.03
ΔE to the lowest compared entry with this formula, charge and spin: 0.0 kcal per mole
Kohn-Sham gap (spin up / spin down): 0.211 / 0.218 hartree